(1)
{
  "formula": "C24H22F3N5Zn",
  "method": "the ωB97M-V functional and the def2-TZVPD basis",
  "homo_energy_ev": -15.671,
  "energy_ha": -3280.094674,
  "spin_multiplicity": 1,
  "total_charge": 2,
  "species": ["C", "C", "C", "C", "H", "H", "C", "H", "C", "C", "C", "C", "H", "C", "H", "F", "F", "C", "H", "C", "H", "N", "H", "C", "H", "H", "F", "C", "H", "H", "C", "H", "C", "H", "C", "N", "H", "C", "C", "C", "H", "Zn", "C", "N", "C", "H", "H", "N", "N", "C", "H", "H", "H", "H", "C"],
  "positions_angstrom": [[-1.44071, 1.92730, 1.11883], [0.61041, 1.16073, -4.73241], [-2.52888, -3.95347, 0.70594], [3.78123, 0.28550, 1.24241], [-3.08698, 4.87059, 1.01215], [-1.46074, 2.44887, -2.11016], [1.37729, 0.58560, 1.94517], [-0.21834, -2.04842, -5.39281], [-0.02336, -1.14175, -4.83831], [4.71752, -0.01936, 0.27066], [-1.03343, -2.13538, 1.09394], [-0.04313, -1.39581, 1.97273], [-2.69180, 4.47461, -1.42885], [-1.65376, 2.64733, -1.06480], [-2.99758, -4.87584, 1.02355], [0.25730, -1.10213, -7.54970], [-0.38198, 0.96432, -7.49386], [-2.23714, -2.20937, -0.87905], [-2.26792, 3.17680, 2.64325], [2.43580, 0.22509, 0.92325], [4.08622, 0.56210, 2.24350], [0.07430, 0.01766, 1.58947], [0.93997, -1.86454, 1.89316], [-2.10390, 3.04945, 1.58084], [0.70903, 1.94654, -2.74349], [-2.47607, -1.71567, -1.81271], [1.71506, 0.47907, -7.32285], [0.34584, 0.02337, -5.48143], [1.69400, 0.25511, 2.93856], [-1.35195, -3.72547, 2.49183], [0.48438, 0.08432, -6.99352], [-0.39509, -2.03105, -2.92135], [4.28226, -0.38070, -0.99703], [2.54326, -0.69650, -2.21069], [2.92756, -0.41558, -1.23950], [2.01404, -0.12008, -0.30002], [4.97873, -0.63795, -1.78236], [-2.56217, 3.98772, 0.67126], [-1.05406, 0.81959, 2.07874], [0.48107, 1.08770, -3.36346], [-0.84873, 1.23824, 3.06745], [-0.08274, 0.01330, -0.60176], [-0.13080, -1.12954, -3.45919], [-1.32928, -1.59734, -0.09803], [-1.61014, -3.31912, 1.52218], [-0.35372, -1.48973, 3.01774], [-1.91639, 0.15833, 2.19107], [0.10360, -0.03500, -2.72460], [-1.20062, 1.73636, -0.18892], [-2.86034, -3.38113, -0.51624], [-3.59537, -3.82952, -1.16977], [1.28005, 1.67285, 1.99036], [0.92230, 2.08284, -5.20491], [5.77493, 0.01576, 0.49843], [-2.34185, 3.77683, -0.68162]],
  "forces_ev_per_angstrom": [[0.021, -0.118, -0.018], [0.037, 0.045, -0.044], [-0.049, -0.064, -0.033], [0.010, -0.033, 0.065], [0.006, -0.016, 0.000], [-0.007, -0.010, -0.006], [-0.026, -0.041, -0.037], [-0.001, -0.002, 0.002], [-0.009, -0.092, -0.021], [0.067, -0.006, -0.020], [0.007, 0.094, 0.006], [-0.039, 0.040, -0.014], [0.005, 0.001, 0.017], [0.067, -0.120, -0.016], [0.017, 0.011, -0.004], [-0.030, -0.075, -0.025], [-0.109, 0.088, -0.039], [0.061, 0.172, 0.026], [0.000, 0.006, -0.025], [-0.079, -0.015, 0.007], [-0.003, -0.004, -0.016], [-0.060, -0.033, 0.030], [0.016, -0.005, -0.080], [-0.033, 0.037, 0.032], [-0.024, -0.005, 0.002], [0.014, -0.012, -0.004], [0.113, 0.035, -0.001], [0.022, 0.006, -0.074], [0.030, 0.032, 0.033], [-0.007, 0.006, -0.020], [0.014, -0.044, 0.113], [-0.022, 0.017, -0.004], [0.046, -0.015, 0.010], [0.002, 0.005, -0.001], [-0.126, -0.034, 0.039], [-0.018, 0.154, -0.016], [-0.004, 0.013, 0.014], [-0.016, 0.049, 0.014], [0.066, 0.027, -0.081], [0.026, -0.088, 0.126], [-0.004, -0.003, 0.021], [-0.072, -0.035, -0.203], [0.028, 0.061, 0.077], [0.198, -0.157, -0.031], [-0.058, 0.024, 0.063], [0.037, -0.045, 0.031], [-0.030, 0.015, -0.035], [-0.100, 0.095, 0.011], [0.082, 0.016, 0.094], [-0.034, -0.039, 0.050], [0.022, 0.000, 0.012], [0.002, 0.019, -0.058], [-0.011, -0.010, 0.011], [-0.019, 0.009, 0.002], [-0.026, 0.045, 0.016]]
}


(2)
{
  "formula": "C24H22F5N5O3RhTe",
  "method": "the ωB97M-V functional and the def2-TZVPD basis",
  "homo_energy_ev": -11.199,
  "energy_ha": -2305.000992,
  "spin_multiplicity": 1,
  "relative_energy_ev": 1.377,
  "total_charge": 1,
  "species": ["H", "C", "C", "O", "N", "H", "H", "F", "C", "H", "C", "C", "C", "H", "C", "C", "Rh", "H", "C", "N", "H", "H", "H", "F", "N", "C", "C", "H", "F", "H", "N", "C", "C", "H", "H", "H", "H", "C", "C", "N", "C", "H", "C", "H", "F", "O", "H", "H", "H", "C", "O", "C", "C", "H", "F", "Te", "C", "H", "C", "C", "C"],
  "positions_angstrom": [[2.82915, 0.72502, 0.74182], [-0.10173, 0.01618, 4.48602], [-5.53376, 0.38975, -2.01273], [-0.39585, -1.66024, 0.61409], [-1.49454, -0.53354, -1.99124], [1.41748, 2.84523, -2.94366], [3.34944, -2.10658, -1.73187], [2.58297, -4.17674, -1.07937], [2.66151, 1.02412, -2.48697], [5.68150, -1.24691, -1.98366], [-5.96733, 1.65184, -2.35803], [1.40549, 0.96719, 2.34888], [-3.24293, 1.11551, -2.35348], [-0.69227, -0.34965, 5.31800], [-3.70452, 2.39074, -2.69833], [-1.83179, 0.77937, -2.32907], [0.50726, -0.71765, -1.95794], [1.82021, 2.31958, 6.10991], [1.62144, 1.42480, 3.64124], [0.33851, 1.13676, -2.51280], [-5.41339, 3.63822, -2.96650], [1.59610, 0.67930, 6.71991], [2.39675, 2.16258, 3.81026], [-0.90812, -3.98710, 0.13246], [2.49490, -0.28883, -2.16686], [5.02784, 0.74864, -2.44840], [1.14440, 1.46625, 6.11335], [3.04728, 2.17806, 1.72424], [1.21823, -4.54332, 1.23092], [-4.34211, -1.85678, -1.37539], [-3.68920, -1.13801, -1.65222], [0.88144, 0.96698, 4.72236], [-1.43572, -1.53447, 3.10055], [4.02781, 2.61509, -2.88698], [-1.97793, -1.59811, 4.04231], [1.74558, 2.09786, 0.53288], [-6.23919, -0.38670, -1.74520], [0.40839, -0.00519, 2.13652], [3.54952, -1.07542, -1.99410], [-0.92168, 1.66457, -2.61921], [-5.05490, 2.65407, -2.70001], [6.02436, 1.15445, -2.55646], [0.17384, -0.58850, 0.80186], [-2.98277, 3.15130, -2.95959], [1.98790, -2.37182, 0.33517], [0.44076, -2.72943, -1.85084], [0.21635, 1.76164, 6.60337], [-7.02728, 1.86605, -2.36227], [-2.14404, -1.30461, 2.30525], [1.42116, 1.79397, -2.67919], [0.60538, 0.12957, -0.21282], [4.84402, -0.58095, -2.13177], [-2.39746, -1.41465, -1.64408], [-2.06098, -2.39778, -1.33067], [0.53204, -5.39293, -1.17645], [0.87980, -3.74124, -0.39157], [2.30508, 1.52342, 1.27136], [-1.01993, -2.51486, 2.87074], [-0.35301, -0.49293, 3.22029], [3.91685, 1.57007, -2.63328], [-4.16835, 0.12679, -2.01074]],
  "forces_ev_per_angstrom": [[-0.017, 0.013, -0.003], [-0.013, 0.006, -0.009], [-0.001, 0.000, -0.006], [-0.155, 0.270, 0.177], [0.053, 0.090, 0.072], [-0.011, -0.001, -0.009], [0.013, -0.011, -0.002], [-0.026, 0.039, 0.096], [-0.014, -0.021, -0.018], [-0.002, -0.003, 0.001], [0.001, 0.003, 0.000], [0.052, 0.023, 0.022], [-0.019, 0.007, 0.014], [0.000, -0.002, 0.003], [0.002, -0.007, 0.000], [-0.042, -0.029, -0.073], [-0.245, -0.101, -0.163], [-0.001, 0.001, -0.001], [-0.018, 0.014, 0.011], [0.030, -0.027, 0.048], [0.000, 0.000, -0.001], [0.002, 0.002, 0.003], [0.007, 0.001, 0.000], [-0.062, 0.346, -0.040], [0.100, 0.015, 0.025], [-0.002, 0.008, 0.000], [-0.001, -0.004, 0.000], [0.019, -0.001, 0.011], [0.156, -0.018, -0.008], [0.002, 0.001, 0.007], [0.010, 0.003, 0.008], [0.003, -0.001, -0.042], [0.002, -0.004, 0.005], [-0.003, 0.001, -0.001], [-0.007, -0.002, 0.001], [0.008, 0.008, 0.027], [0.000, 0.000, 0.001], [0.054, 0.051, 0.060], [-0.006, 0.062, 0.027], [0.035, 0.032, 0.028], [-0.001, -0.005, -0.005], [0.000, 0.001, 0.002], [-0.202, -0.129, -0.148], [0.000, 0.001, 0.000], [-0.352, 0.081, 0.071], [0.003, 0.074, 0.173], [0.001, 0.001, 0.001], [0.000, 0.001, 0.000], [0.006, 0.010, 0.011], [0.003, -0.011, 0.000], [0.050, 0.057, -0.132], [-0.003, -0.012, 0.006], [0.012, 0.002, 0.067], [-0.008, 0.006, -0.011], [-0.082, 0.131, -0.039], [0.679, -0.982, -0.348], [0.023, -0.007, 0.002], [-0.002, 0.010, 0.003], [-0.036, 0.006, 0.057], [0.006, -0.008, 0.008], [0.000, 0.009, 0.016]]
}


(3)
{
  "formula": "C24H22F5N5O4Pt",
  "method": "the ωB97M-V functional and the def2-TZVPD basis",
  "homo_energy_ev": -7.451,
  "energy_ha": -2121.143803,
  "spin_multiplicity": 1,
  "relative_energy_ev": 0.175,
  "species": ["F", "C", "H", "C", "H", "H", "C", "N", "H", "H", "N", "N", "C", "C", "H", "H", "H", "H", "H", "C", "C", "F", "C", "O", "C", "H", "Pt", "C", "H", "N", "C", "H", "H", "F", "C", "O", "C", "C", "O", "H", "C", "N", "H", "C", "C", "C", "F", "H", "F", "O", "H", "C", "C", "H", "C", "H", "C", "C", "H", "C", "H"],
  "positions_angstrom": [[-2.98932, -0.17849, 0.13520], [-3.24717, -1.72183, 3.38786], [-0.52327, -2.02836, -2.28199], [-1.38602, -1.57261, 1.22928], [2.59423, -2.08563, 1.14636], [0.96976, -1.05812, 0.10336], [-1.16020, -2.34527, 2.38368], [-3.82960, 1.94769, -2.61750], [5.80181, -1.08891, -2.30436], [-4.07718, -0.43864, -2.85058], [-1.54532, 1.45659, -2.45321], [-1.01895, -1.15808, -2.43654], [-2.61950, -0.90761, 1.22114], [-2.05222, -2.41770, 3.43283], [6.55595, 2.35352, 0.12045], [-1.43637, 2.45011, -2.29642], [-5.89492, 1.86046, -3.01702], [-4.92511, 2.68602, -4.24806], [-4.88627, 0.93645, -4.14713], [-4.94630, 1.84403, -3.55306], [2.50079, -1.41497, 1.99253], [-0.02829, -3.06364, 2.46488], [4.58400, 1.53902, 0.23942], [-0.52620, -1.53157, 0.25062], [4.15755, -0.38347, -1.12605], [3.48509, -1.15342, -1.47570], [-0.29574, 0.35762, -1.35661], [-2.77352, 1.10079, -2.64949], [2.51628, -1.49658, 5.37713], [-3.09619, -0.22502, -2.91771], [2.27564, 0.46494, 0.33601], [4.24726, 2.27010, 0.95939], [-3.00673, 3.21312, -1.16210], [-4.12177, -1.79022, 4.40297], [2.47137, -1.09263, 4.37364], [2.03571, 2.82659, 0.72518], [6.33470, 0.64341, -1.15637], [3.70096, 0.56078, -0.21224], [1.57371, -0.50630, -0.47452], [7.35288, 0.67919, -1.52345], [2.56623, -1.93460, 3.27570], [-2.87121, -2.51227, -2.87074], [-3.65797, -2.59041, -3.49346], [-3.52360, -0.97130, 2.26534], [-3.63626, 3.27473, -2.04747], [2.31764, 0.27077, 4.17252], [-1.76946, -3.17293, 4.50204], [2.12772, 1.85728, 2.74560], [-4.68599, -0.30470, 2.17618], [0.33115, 1.82298, -0.24185], [-2.29162, -3.33255, -2.81267], [-2.25661, -1.30711, -2.73140], [1.53528, 1.82000, 0.27220], [2.24352, 0.93939, 5.02111], [5.88606, 1.58061, -0.23566], [-3.20038, 3.97466, -2.76746], [2.33014, -0.04970, 1.78307], [2.24719, 0.79323, 2.88786], [-4.60912, 3.65486, -1.74235], [5.46534, -0.34249, -1.59553], [2.68046, -3.00181, 3.41519]],
  "forces_ev_per_angstrom": [[0.041, -0.039, -0.006], [-0.067, -0.015, 0.045], [-0.067, -0.051, -0.090], [0.411, -0.138, -0.238], [-0.033, 0.013, 0.023], [-0.063, -0.166, 0.186], [0.059, -0.057, 0.136], [0.047, 0.190, -0.261], [-0.009, 0.009, -0.007], [-0.002, -0.016, 0.186], [-0.418, 0.382, 0.925], [-0.074, -0.590, 0.205], [-0.199, 0.094, -0.039], [0.081, -0.051, 0.050], [-0.007, -0.011, 0.004], [0.060, 0.039, -0.143], [-0.012, -0.004, 0.015], [0.010, 0.022, -0.006], [0.014, -0.009, 0.006], [-0.007, -0.013, 0.080], [0.144, -0.044, -0.024], [-0.109, -0.028, -0.038], [0.031, -0.013, 0.047], [-0.438, -0.488, 0.538], [0.006, 0.008, -0.051], [0.020, 0.017, -0.006], [0.892, -0.233, -1.331], [-0.070, -0.145, -0.242], [-0.003, 0.005, -0.011], [-0.096, 0.128, 0.101], [0.052, -0.250, -0.066], [-0.010, 0.002, -0.017], [-0.007, -0.004, 0.017], [0.005, 0.008, 0.001], [0.011, 0.002, -0.039], [0.098, -0.065, 0.081], [-0.046, -0.029, -0.007], [0.045, -0.013, -0.087], [-0.376, 0.276, 0.161], [-0.012, 0.000, 0.011], [0.042, 0.053, 0.015], [-0.083, -0.081, -0.161], [0.027, 0.003, -0.019], [-0.037, 0.053, -0.063], [-0.041, -0.048, -0.018], [-0.011, 0.001, -0.012], [-0.009, 0.025, -0.027], [-0.006, 0.014, -0.003], [0.017, -0.007, 0.007], [0.381, 0.756, 0.376], [-0.008, 0.006, 0.065], [0.271, 0.081, -0.188], [-0.335, 0.326, -0.143], [0.002, -0.004, -0.009], [-0.013, 0.013, 0.011], [0.013, -0.001, 0.001], [-0.054, 0.057, 0.045], [-0.032, -0.023, -0.018], [-0.011, 0.006, -0.010], [-0.016, 0.033, 0.047], [0.001, 0.014, -0.007]]
}


(4)
{
  "formula": "C24H22FN5O4Re",
  "method": "the ωB97M-V functional and the def2-TZVPD basis",
  "homo_energy_ev": [-14.406, -14.479],
  "energy_ha": -1680.135046,
  "spin_multiplicity": 2,
  "relative_energy_ev": 0.133,
  "total_charge": 2,
  "s2": 0.7822,
  "species": ["C", "H", "C", "C", "C", "N", "C", "C", "O", "C", "H", "H", "H", "H", "H", "F", "H", "H", "H", "C", "H", "C", "H", "N", "C", "C", "H", "O", "C", "C", "Re", "C", "H", "C", "H", "O", "N", "H", "N", "C", "C", "H", "C", "C", "H", "C", "O", "H", "H", "H", "H", "C", "C", "C", "N", "H", "C"],
  "positions_angstrom": [[2.91594, 0.30544, 0.98209], [-0.43792, -2.97132, -4.21830], [-3.60691, -3.20869, -1.84484], [-1.63688, 0.16892, -5.09417], [-2.66287, -3.11881, -2.85107], [-4.05452, 3.39029, -1.64291], [0.09959, 0.22852, 4.79624], [-3.16467, 2.61536, -1.81135], [-0.73082, 0.91129, -4.21214], [-4.51305, 4.61404, -1.86861], [-2.56558, -3.90160, -3.59120], [-2.60637, 0.24930, -4.60701], [-4.27230, -4.06048, -1.79484], [3.92481, 0.30734, 0.58846], [-1.67909, 0.70783, -6.03771], [-2.21854, 0.39417, 4.52418], [3.48156, 2.31581, 3.90857], [3.59977, -1.54108, 4.08796], [0.14758, -1.47159, -3.57858], [-0.74620, -1.95399, -3.97991], [2.31288, -0.68385, 5.96943], [2.18400, 0.37385, -1.33238], [-1.78415, 0.47252, 1.98526], [-2.34172, 1.71855, -1.93457], [4.00184, 0.34314, 3.14998], [-1.01339, 0.34799, 3.96283], [5.17883, 1.86431, 4.10234], [1.09934, 0.47979, -2.18690], [0.54561, 0.38797, 0.60868], [3.76648, -0.50380, 4.38771], [-0.76693, 0.69171, -2.08925], [4.31962, 1.80354, 3.43498], [-2.83113, -0.32341, -0.29007], [2.56795, 0.01114, 5.16985], [-0.38775, -1.33579, -6.00453], [3.28096, 0.29253, -1.78151], [-4.91692, 5.67100, -2.07189], [-4.38739, -2.23619, -0.07817], [2.77791, 0.27013, 2.28488], [1.83835, 0.35822, 0.09573], [0.37823, 0.35362, 2.03820], [0.15014, 1.01174, -4.60176], [-1.19793, -1.26973, -5.27633], [-0.90423, 0.39747, 2.60478], [4.56861, 2.33490, 2.51624], [-2.81708, -1.13728, -0.99708], [-0.53387, 0.40969, -0.11561], [2.79902, 0.96322, 5.65319], [4.79976, -0.09683, 2.55302], [-2.04589, -1.80862, -5.70592], [4.66731, -0.48506, 4.99926], [-3.67696, -2.20118, -0.89131], [-1.80966, -2.02922, -2.91831], [1.36917, 0.18203, 4.27108], [-1.91843, -1.03635, -2.00256], [-0.05388, 0.15768, 5.86628], [1.50779, 0.26984, 2.86962]],
  "forces_ev_per_angstrom": [[-0.022, 0.048, -0.076], [-0.034, -0.018, -0.004], [-0.036, -0.017, 0.022], [0.032, -0.009, 0.010], [0.027, -0.010, -0.029], [-0.357, 0.333, 0.245], [-0.025, -0.018, 0.023], [0.424, -0.325, -0.211], [-0.003, -0.056, 0.093], [0.274, -0.280, -0.165], [0.003, -0.003, 0.013], [0.003, 0.011, 0.036], [0.004, 0.004, -0.003], [0.005, -0.009, -0.007], [-0.020, 0.001, -0.016], [0.018, -0.004, -0.013], [0.007, -0.007, 0.004], [0.016, 0.000, 0.003], [0.023, -0.011, -0.025], [-0.042, 0.017, 0.031], [-0.003, 0.011, 0.008], [-0.175, -0.174, -0.243], [0.004, 0.005, -0.006], [-0.110, 0.543, 0.150], [-0.038, 0.007, -0.043], [-0.013, -0.005, 0.121], [0.000, -0.001, -0.006], [0.027, 0.249, 0.111], [-0.460, 0.016, -0.112], [-0.028, -0.004, -0.001], [-0.164, -0.480, -0.430], [-0.001, 0.017, 0.004], [0.008, 0.004, 0.012], [-0.043, -0.008, -0.020], [0.019, 0.027, 0.025], [0.015, 0.022, 0.033], [-0.072, 0.010, 0.070], [-0.001, 0.001, -0.008], [-0.056, -0.020, 0.131], [0.245, 0.059, 0.096], [-0.031, 0.003, 0.043], [-0.003, 0.094, -0.061], [0.003, -0.004, 0.005], [0.043, -0.003, -0.108], [-0.005, 0.001, 0.005], [-0.037, -0.037, -0.057], [0.131, -0.026, 0.296], [0.004, 0.008, -0.015], [-0.007, -0.027, -0.009], [0.027, -0.011, -0.039], [-0.003, 0.005, 0.009], [-0.012, -0.023, -0.013], [-0.006, -0.027, 0.031], [0.065, -0.007, 0.035], [0.218, 0.104, 0.091], [-0.012, 0.007, -0.014], [0.171, 0.017, -0.021]]
}